one.
Entry from the OMol25 dataset: the molecule C9H9N3 (ωB97M-V with the def2-TZVPD basis set).

Its LUMO energy is 0.7 eV. Its SMILES is Nc1ccc2c(N)ccnc2c1. The value obtained for the HOMO energy is -7.85 eV. The value obtained for the gap between HOMO and LUMO is 8.56 eV.

The geometry in ORCA input format:
```
! wB97M-V def2-TZVPD RIJCOSX def2/J DEFGRID3
* xyz 0 1
N -1.05 -2.92 2.07
C -0.56 -1.82 1.36
C 0.85 -1.65 1.27
C 1.38 -0.63 0.52
C 0.56 0.27 -0.20
C 1.05 1.33 -1.00
N 2.41 1.59 -1.08
C 0.12 2.16 -1.63
C -1.26 1.91 -1.43
N -1.74 0.93 -0.71
C -0.84 0.09 -0.11
C -1.38 -0.96 0.66
H -0.51 -3.14 2.91
H -2.03 -2.87 2.30
H 1.49 -2.33 1.82
H 2.47 -0.50 0.52
H 3.03 0.79 -0.94
H 2.69 2.17 -1.85
H 0.44 3.00 -2.21
H -1.98 2.56 -1.90
H -2.47 -1.03 0.71
*
```

These are the natural (NBO) partial charges, in e, on atoms 1 to 2: atom 1 (N): -0.795, atom 2 (C): 0.173

two.
Entry from the OMol25 dataset: a structure of composition C9H9N3 (ωB97M-V with the def2-TZVPD basis set).

Its LUMO energy is 0.3 eV. The value obtained for the HOMO energy is -8.00 eV. The value obtained for the gap between HOMO and LUMO is 8.26 eV.

The geometry in ORCA input format:
```
! wB97M-V def2-TZVPD RIJCOSX def2/J DEFGRID3
* xyz 0 1
C -0.83 -0.46 -2.66
C -0.58 0.22 -1.17
C -1.26 1.67 0.42
C 0.61 0.59 0.86
C 1.37 0.13 2.01
C 2.03 -1.05 1.81
C 2.01 -1.84 0.66
C 1.27 -1.42 -0.46
C 0.43 -0.26 -0.33
H -1.50 0.20 -3.09
H 0.03 -0.81 -3.31
H -1.53 -1.41 -2.30
H -1.93 3.30 1.47
H -3.62 2.12 0.32
H 1.56 0.66 2.96
H 2.59 -1.56 2.78
H 2.33 -3.10 0.47
H 1.17 -1.97 -1.43
N -1.57 0.98 -0.82
N -2.50 2.34 0.69
N -0.08 1.68 1.11
*
```

These are the natural (NBO) partial charges, in e, on atoms 1 to 2: atom 1 (C): -0.659, atom 2 (C): 0.356

three.
Entry from the OMol25 dataset: the molecule C9H9N3 (ωB97M-V with the def2-TZVPD basis set).

Its LUMO energy is 0.2 eV. Its SMILES is Nc1ccc2ncccc2c1N. The value obtained for the HOMO energy is -7.43 eV. The value obtained for the gap between HOMO and LUMO is 7.63 eV.

The geometry in ORCA input format:
```
! wB97M-V def2-TZVPD RIJCOSX def2/J DEFGRID3
* xyz 0 1
N -1.18 -2.90 1.14
C -0.32 -1.89 0.55
C 1.08 -2.04 0.27
C 1.84 -0.87 -0.15
C 1.13 0.40 -0.43
N 1.75 1.52 -0.85
C 1.12 2.71 -0.91
C -0.31 2.77 -0.95
C -0.94 1.67 -0.46
C -0.27 0.49 -0.23
C -0.93 -0.67 0.42
N -2.11 -0.43 1.01
H -0.57 -3.77 1.15
H -1.98 -3.15 0.56
H 1.54 -3.01 0.39
H 2.98 -0.73 -0.31
H 1.79 3.51 -1.35
H -0.94 3.70 -1.14
H -2.07 1.35 -0.47
H -2.18 0.51 1.67
H -2.30 -1.18 1.67
*
```

These are the natural (NBO) partial charges, in e, on atoms 1 to 2: atom 1 (N): -0.840, atom 2 (C): 0.067

Each structure's energy above the most stable one, in kcal/mol: one 0.0; two 139.3; three 57.4.

one.
Entry from the OMol25 dataset: a structure of composition C4H12NSe (ωB97M-V with the def2-TZVPD basis set).

Its LUMO energy (spin up / spin down) is -5.1 / -4.7 eV. The value obtained for the HOMO energy (spin up / spin down) is -12.36 / -12.78 eV. The value obtained for the gap between HOMO and LUMO (spin up / spin down) is 7.23 / 8.07 eV.

The geometry in ORCA input format:
```
! wB97M-V def2-TZVPD RIJCOSX def2/J DEFGRID3
* xyz 1 1
C -0.78 1.33 1.35
C -0.85 1.12 -1.16
C 3.20 -0.02 0.91
C 0.49 -0.47 0.20
N -0.74 0.45 0.18
Se 2.12 0.28 -0.43
H -0.14 2.23 1.27
H -1.62 1.91 1.52
H -0.48 0.83 2.27
H -0.11 1.78 -1.39
H -0.78 0.32 -1.93
H -1.76 1.71 -1.38
H 4.24 -0.17 0.76
H -0.39 -2.98 -1.84
H 2.75 -0.27 1.94
H 0.56 -0.86 1.22
H -0.22 -2.93 -1.07
H -1.54 -0.22 0.09
*
```

These are the natural (NBO) partial charges, in e, on atoms 1 to 2: atom 1 (C): -0.445, atom 2 (C): -0.439

two.
Entry from the OMol25 dataset: a cluster of 2 separate species, C4H12NSe in total (ωB97M-V with the def2-TZVPD basis set).

Its LUMO energy (spin up / spin down) is -5.4 / -5.4 eV. The value obtained for the HOMO energy (spin up / spin down) is -12.66 / -12.66 eV. The value obtained for the gap between HOMO and LUMO (spin up / spin down) is 7.30 / 7.28 eV.

The geometry in ORCA input format:
```
! wB97M-V def2-TZVPD RIJCOSX def2/J DEFGRID3
* xyz 1 1
C 2.25 -0.07 -0.59
C 1.03 -1.70 0.55
C -3.30 1.30 -0.22
C 0.24 0.65 0.46
N 0.87 -0.46 -0.23
Se -2.34 -0.28 0.27
H 2.85 -0.82 -1.21
H 2.13 0.87 -1.09
H 2.74 0.21 0.33
H 0.07 -2.23 0.72
H 1.59 -2.39 0.00
H 1.50 -1.52 1.57
H -3.54 1.80 0.71
H -3.04 2.11 -0.87
H -4.13 0.90 -0.83
H 0.40 1.63 -0.12
H 0.38 0.68 1.55
H 0.32 -0.69 -1.00
*
```

These are the natural (NBO) partial charges, in e, on atoms 1 to 2: atom 1 (C): -0.427, atom 2 (C): -0.429

Each structure's energy above the most stable one, in kcal/mol: one 45.8; two 0.0.